Record 1
A molecular structure, C5H12ClHoNiO2 at a distorted geometry, computed with ωB97M-V/def2-TZVPD.

```
22
Properties=species:S:1:pos:R:3:forces:R:3
Ho 0.86100 -0.95465 0.03173 -1.8798 1.6314 -0.9139
Cl 1.96374 -3.00783 -0.88002 0.4635 -0.9688 -0.2254
C 1.67333 0.81108 -1.32164 0.6896 0.1723 -0.2442
C -1.14007 -0.67496 -1.55346 0.1002 -0.5223 -1.1460
H 1.31695 0.87519 -2.35938 -0.0120 -0.0330 0.0864
H 1.54713 1.81010 -0.87251 -0.2299 -0.2450 0.0283
H 2.76746 0.66906 -1.36729 0.1983 -0.0100 -0.1321
H -0.74720 -0.13383 -2.42343 -0.1952 -0.0279 -0.0716
H -2.24003 -0.73480 -1.63671 0.1400 -0.0010 -0.1080
H -0.81103 -1.72728 -1.70262 0.0025 -0.1282 0.0833
Ni -1.53790 0.52189 0.03811 -0.2403 0.1970 0.3694
C -1.46699 -0.98369 1.26978 0.2128 -0.5033 1.4826
C -1.78039 2.17977 -0.74589 0.6550 0.5704 -1.0937
H -2.55612 -1.18396 1.30434 0.2297 -0.0106 -0.1578
H -1.00271 -1.98335 1.08340 -0.2481 -0.0658 0.2740
H -1.17200 -0.66215 2.28333 -0.1198 -0.5391 -0.0619
H -1.44564 2.01820 -1.82871 -0.4312 0.7968 0.9450
H -1.75538 3.25369 -0.44834 -0.1632 -0.4759 -0.3588
O 0.98832 -0.65819 3.42105 1.1565 0.6699 -0.4080
C 1.86527 -0.02502 2.81730 -0.4913 -0.6980 -0.8245
O 2.10845 -0.05196 1.53670 0.2330 0.1203 2.2153
H 2.56382 0.64270 3.35423 -0.0703 0.0706 0.2614
```
Forces are in eV/Å.

For the LUMO energy (spin up / spin down), the calculation gives 5.537 / 5.521 eV. The energy above the lowest of the compared OMol25 structures with the same formula, charge and spin comes out at 0.00 kcal per mole. The value obtained for the maximum force is 2.7 eV/A. The total charge is -2. The multiplicity is 7. The energy comes out at -3264.65650 hartree.

Just the natural (NBO) charges please, in e? Sure, here they are: number 1, Ho, carries 1.6903; number 2, Cl, carries -0.6706; number 3, C, carries -1.2541; number 4, C, carries -1.2425; number 5, H, carries 0.1883; number 6, H, carries 0.2127; number 7, H, carries 0.1670; number 8, H, carries 0.1988; number 9, H, carries 0.2071; number 10, H, carries 0.1714; number 11, Ni, carries 0.5965; number 12, C, carries -1.2126; number 13, C, carries -1.0733; number 14, H, carries 0.2051; number 15, H, carries 0.1459; number 16, H, carries 0.2209; number 17, H, carries 0.1305; number 18, H, carries 0.1120; number 19, O, carries -0.6799; number 20, C, carries 0.6593; number 21, O, carries -0.8225; number 22, H, carries 0.0496

=====

Record 2
2 unconnected molecules or ions with the total composition C2H2N2O at a distorted geometry, computed with ωB97M-V/def2-TZVPD.

```
7
Properties=species:S:1:pos:R:3:forces:R:3
C -1.86729 1.36261 -0.74113 -0.9702 -0.9426 0.8667
C 1.15100 0.02187 0.28203 2.4353 1.2482 2.5394
N 0.00843 -1.90807 -0.43309 0.2674 -1.8219 -0.8250
N 0.72092 -1.10477 -0.10612 -2.3798 0.8462 -0.2037
O -2.56255 0.70148 -0.13129 0.9488 0.9246 -0.8591
H 0.85049 0.98415 -0.12574 0.0195 -0.6638 -0.2825
H 1.69900 -0.05727 1.25534 -0.3210 0.4093 -1.2357
```
Forces are in eV/Å.

For the LUMO energy, the calculation gives 0.779 eV. The energy above the lowest of the compared OMol25 structures with the same formula, charge and spin comes out at 58.57 kcal per mole. The value obtained for the maximum force is 3.7 eV/A. The energy comes out at -262.07059 hartree.

Just the natural (NBO) charges please, in e? Sure, here they are: number 1, C, carries 0.4959; number 2, C, carries -0.4934; number 3, N, carries -0.0204; number 4, N, carries 0.0530; number 5, O, carries -0.4943; number 6, H, carries 0.2377; number 7, H, carries 0.2215

=====

Record 3
A molecular structure, C23H24F3InNO8S at a distorted geometry, computed with ωB97M-V/def2-TZVPD.

```
61
Properties=species:S:1:pos:R:3:forces:R:3
In 0.31613 0.52179 -0.30577 -0.4219 -0.6983 0.8977
C -2.86044 0.65984 -0.62914 -0.2412 0.1108 -0.0660
O -1.86436 -0.37658 -0.76404 0.4475 0.4065 0.2841
C -2.21142 -1.55823 -0.04975 0.1192 -0.2441 0.2384
C -1.77776 -1.48999 1.39569 -0.1651 0.0756 -0.1099
O -0.38192 -1.22367 1.43237 0.0496 0.1224 -0.1745
C 0.06063 -1.08202 2.78620 0.1007 -0.0378 0.0568
H -3.76368 0.35175 -1.15661 0.0465 -0.0763 -0.0295
H -2.45745 1.55798 -1.08224 -0.0332 -0.0181 -0.0026
H -3.08704 0.85678 0.41879 0.0783 -0.0421 -0.0229
H -1.68925 -2.37879 -0.53577 -0.0316 -0.0713 -0.1371
H -3.28818 -1.72758 -0.10678 0.0138 -0.0111 -0.0700
H -1.97860 -2.45450 1.87056 -0.0461 0.0114 0.0507
H -2.31235 -0.70602 1.94235 0.0188 0.0016 0.0096
H -0.18562 -1.98521 3.34931 -0.0134 0.0126 -0.0455
H -0.41022 -0.21779 3.26152 -0.0202 0.0197 -0.0764
H 1.13484 -0.94818 2.76669 0.0633 -0.0171 -0.0068
C 3.58623 1.85963 2.29095 -0.0513 -0.1317 -0.0366
C 2.13742 1.67981 1.93626 0.0479 -0.1183 0.1184
O 1.87094 0.70783 1.18605 0.1523 0.2467 -0.2205
C 1.13274 2.56031 2.46396 -0.1700 -0.0600 -0.2422
C 1.47954 3.48199 3.47888 0.0323 0.0431 -0.0071
C 0.56965 4.36338 3.99102 0.0694 0.0527 0.0794
C -0.72800 4.38635 3.46064 0.0031 -0.0098 -0.0575
C -1.09213 3.52840 2.45416 -0.0149 -0.0804 0.0800
C -0.19538 2.56220 1.95314 -0.0961 0.1978 0.0952
O -0.67595 1.74319 1.04073 0.1602 -0.2066 -0.4556
H 4.17372 1.19182 1.66729 0.0266 0.0009 0.0236
H 3.75024 1.60621 3.34037 0.0133 0.0228 0.0006
H 3.90842 2.88859 2.13706 -0.0339 0.0032 0.0161
H 2.48895 3.47822 3.86809 -0.0314 0.0028 -0.0065
H 0.85250 5.04353 4.78238 -0.0188 -0.0081 -0.0186
H -1.45088 5.09587 3.84393 0.0107 -0.0016 -0.0224
H -2.08557 3.55342 2.02649 -0.0053 -0.0133 0.0129
F -0.65830 3.97786 -1.11344 0.0631 -0.0395 0.0267
C 0.60740 3.83930 -1.49891 0.0591 0.1082 0.1055
F 1.39134 3.80932 -0.41145 -0.1881 -0.0057 -0.0575
F 0.94569 4.87220 -2.23798 0.0960 -0.0164 -0.1665
S 0.81627 2.22597 -2.43787 0.1386 0.9105 -0.6941
O 1.09746 2.55471 -3.78546 0.0299 -0.0506 -0.0698
O 1.85217 1.50634 -1.67185 -0.1196 -0.1889 0.3538
O -0.46264 1.52024 -2.18096 0.0715 -0.2027 0.4292
C -1.61495 -3.02549 -4.45845 -0.0450 -0.1282 0.0257
C -1.04946 -1.76853 -4.17585 0.0881 0.1157 0.0751
C -0.16503 -1.61659 -3.14082 -0.0881 0.0111 -0.0526
C 0.16964 -2.71568 -2.32505 0.0258 0.0250 0.0698
C 1.10033 -2.63494 -1.24615 -0.1139 -0.9478 -0.2515
C 1.49770 -3.76376 -0.54929 0.0737 0.4639 0.0628
C 0.93100 -5.00288 -0.84013 -0.1669 -0.2259 -0.1340
C 0.00299 -5.11105 -1.84822 0.1285 0.0154 0.1637
C -0.38294 -3.99018 -2.61646 0.0214 0.1474 -0.0334
C -1.28752 -4.11214 -3.69662 -0.0575 -0.0176 -0.0714
H -2.29576 -3.13176 -5.29246 -0.0012 0.0064 0.0211
H -1.30438 -0.91592 -4.79204 0.0279 -0.0032 0.0095
H 0.29419 -0.65349 -2.96761 -0.0141 -0.0322 -0.0996
H 2.20146 -3.65274 0.26532 0.0003 0.0015 -0.0104
H 1.21418 -5.87081 -0.26057 0.0077 0.0121 -0.0226
H -0.44524 -6.07205 -2.07048 0.0093 0.0114 -0.0129
H -1.70082 -5.08864 -3.91983 0.0090 0.0299 -0.0041
O 2.69927 -1.31974 -0.40627 -0.0573 -0.1555 -0.1054
N 1.58023 -1.38988 -0.83591 -0.0575 0.6710 0.2877
```
Forces are in eV/Å.

For the LUMO energy, the calculation gives -4.631 eV. The energy above the lowest of the compared OMol25 structures with the same formula, charge and spin comes out at 0.00 kcal per mole. The value obtained for the maximum force is 1.2 eV/A. The total charge is +1. The energy comes out at -2435.19180 hartree.

Just the natural (NBO) charges please, in e? Sure, here they are: number 1, In, carries 1.9126; number 2, C, carries -0.2573; number 3, O, carries -0.5693; number 4, C, carries -0.0903; number 5, C, carries -0.0971; number 6, O, carries -0.5623; number 7, C, carries -0.2546; number 8, H, carries 0.1968; number 9, H, carries 0.2310; number 10, H, carries 0.1934; number 11, H, carries 0.2091; number 12, H, carries 0.2112; number 13, H, carries 0.2023; number 14, H, carries 0.1936; number 15, H, carries 0.1923; number 16, H, carries 0.1935; number 17, H, carries 0.2126; number 18, C, carries -0.7164; number 19, C, carries 0.6401; number 20, O, carries -0.7297; number 21, C, carries -0.2627; number 22, C, carries -0.1298; number 23, C, carries -0.2612; number 24, C, carries -0.1225; number 25, C, carries -0.2784; number 26, C, carries 0.4135; number 27, O, carries -0.8703; number 28, H, carries 0.2520; number 29, H, carries 0.2502; number 30, H, carries 0.2519; number 31, H, carries 0.2197; number 32, H, carries 0.2311; number 33, H, carries 0.2280; number 34, H, carries 0.2274; number 35, F, carries -0.2989; number 36, C, carries 0.7316; number 37, F, carries -0.3088; number 38, F, carries -0.2813; number 39, S, carries 2.3049; number 40, O, carries -0.8624; number 41, O, carries -0.9747; number 42, O, carries -0.9991; number 43, C, carries -0.1987; number 44, C, carries -0.1509; number 45, C, carries -0.2208; number 46, C, carries 0.0256; number 47, C, carries -0.0050; number 48, C, carries -0.1203; number 49, C, carries -0.2383; number 50, C, carries -0.0867; number 51, C, carries -0.0967; number 52, C, carries -0.1650; number 53, H, carries 0.2339; number 54, H, carries 0.2343; number 55, H, carries 0.2157; number 56, H, carries 0.2411; number 57, H, carries 0.2395; number 58, H, carries 0.2305; number 59, H, carries 0.2277; number 60, O, carries -0.1979; number 61, N, carries 0.0606